(1)
# C4H6S2

One molecule with the formula C4H6S2 (ωB97M-V/def2-TZVPD, OMol25).

Geometry as ORCA input:
```
! wB97M-V def2-TZVPD RIJCOSX def2/J DEFGRID3
* xyz 0 1
C -0.3849 0.4072 0.5956
C -0.2543 -0.6288 1.7691
C -0.0320 -1.7376 0.7519
C 0.0742 -0.6998 -0.3580
H 0.3365 2.3714 1.6749
H -1.5075 0.4334 0.2279
H -1.2000 -0.7585 2.2936
H 0.5344 -0.3213 2.4419
H -0.8969 -2.3245 0.4962
H 0.8112 -2.4849 0.8516
S 0.2092 2.1005 0.3935
S 0.1348 -0.9106 -1.9271
*
```

Values from the calculation:
highest occupied orbital energy: -8.6 eV
LUMO: -0.24 eV
Kohn-Sham gap: 8.33 eV



(2)
# C4H6Se

One molecule with the formula C4H6Se (ωB97M-V/def2-TZVPD, OMol25).

Geometry as ORCA input:
```
! wB97M-V def2-TZVPD RIJCOSX def2/J DEFGRID3
* xyz 0 1
C 0.0099 0.8837 -0.2303
C 0.2766 0.1320 0.8209
C -0.6714 0.2130 -1.3939
C 0.4047 -1.3261 0.6752
Se -0.6610 -1.6908 -0.9362
H 0.2963 2.0025 -0.3666
H 0.6695 0.3537 1.7966
H -1.7015 0.5589 -1.4024
H -0.1939 0.5553 -2.3648
H 1.4686 -1.6796 0.6738
H -0.0756 -1.7621 1.5227
*
```

Values from the calculation:
highest occupied orbital energy: -8.3 eV
LUMO: 0.95 eV
Kohn-Sham gap: 9.24 eV



(3)
# C4H7AgCl2NiO4

C4H7AgCl2NiO4 as an isolated structure (ωB97M-V/def2-TZVPD, OMol25).

Geometry as ORCA input:
```
! wB97M-V def2-TZVPD RIJCOSX def2/J DEFGRID3
* xyz 1 4
Ag -1.3931 1.5522 -0.4230
Ni -3.2659 -0.0991 1.8350
C -0.9164 -1.5831 0.3553
O -1.6719 -0.4960 0.8573
H -1.3829 -1.9808 -0.5489
H 0.1156 -1.2679 0.1840
H -0.8277 -2.4236 1.0504
C -4.7620 1.5368 0.9072
O -3.5192 1.5999 0.5319
O -5.1270 2.5813 1.5715
O -5.1382 0.3875 1.3289
Cl 3.3125 -1.5195 0.4398
C 2.8300 -0.3093 -0.7541
C 3.9871 0.5618 -1.2100
Cl 5.2784 -0.4241 -1.9240
H 2.0498 0.3147 -0.3120
H 2.3841 -0.7978 -1.6201
H 4.4307 1.0645 -0.3542
H 3.6161 1.3025 -1.9150
*
```

Values from the calculation:
highest occupied orbital energy (alpha / beta): -13.0 / -13.0 eV
LUMO (alpha / beta): -5.51 / -7.27 eV
Kohn-Sham gap (alpha / beta): 7.49 / 5.73 eV



(4)
# C4H7BN2O

A 2-piece molecular cluster, C4H7BN2O overall (ωB97M-V/def2-TZVPD, OMol25).

Geometry as ORCA input:
```
! wB97M-V def2-TZVPD RIJCOSX def2/J DEFGRID3
* xyz 0 1
B 2.0643 0.7955 0.9516
C -2.4617 0.7354 -0.1690
C -1.8783 -1.3467 -0.5373
C -1.3679 -0.1377 -0.0264
C 2.9729 0.2920 -0.1788
N -3.5153 0.1538 -0.6621
N -3.1616 -1.1181 -0.8327
O 2.3441 1.1809 2.1448
H -2.5307 1.7986 -0.2009
H -1.5616 -2.3383 -0.3883
H 2.4733 0.0884 -1.1641
H 3.6270 -0.4457 0.2568
H 3.5997 1.2399 -0.2673
H -3.7931 -1.7818 -1.3133
H 3.1888 0.8838 2.3870
*
```

Values from the calculation:
highest occupied orbital energy (alpha / beta): -6.8 / -9.2 eV
LUMO (alpha / beta): -0.63 / -0.11 eV
Kohn-Sham gap (alpha / beta): 6.20 / 9.05 eV



(5)
# C4H7BN2O

A 2-piece molecular cluster, C4H7BN2O overall (ωB97M-V/def2-TZVPD, OMol25).

Geometry as ORCA input:
```
! wB97M-V def2-TZVPD RIJCOSX def2/J DEFGRID3
* xyz 0 1
B -1.6541 0.3433 -0.0415
C 1.9585 -1.0098 -0.3872
C 1.8718 1.1130 0.2213
C 1.1177 0.0439 -0.2148
C -2.6549 -0.8580 0.0535
N 3.2003 -0.6135 -0.1816
N 3.1455 0.6387 0.2496
O -2.3063 1.4812 -0.2825
H 1.6079 -1.9311 -0.6868
H 1.6937 2.0701 0.5218
H -2.2976 -1.8848 -0.2496
H -3.4868 -0.6353 -0.5084
H -2.9888 -1.1453 1.0993
H 4.0570 0.9098 0.5389
H -3.2639 1.4779 -0.1319
*
```

Values from the calculation:
highest occupied orbital energy (alpha / beta): -8.5 / -8.5 eV
LUMO (alpha / beta): -0.26 / -0.26 eV
Kohn-Sham gap (alpha / beta): 8.23 / 8.23 eV



(6)
# C4H7BO2S

One molecule with the formula C4H7BO2S (ωB97M-V/def2-TZVPD, OMol25).

Geometry as ORCA input:
```
! wB97M-V def2-TZVPD RIJCOSX def2/J DEFGRID3
* xyz 0 1
B 1.2403 -1.1442 0.1266
C -1.1112 0.0007 0.3418
C 0.8323 1.4224 -0.2652
C 0.2256 0.2090 0.2992
C -2.1364 1.0803 -0.0539
O 0.8453 -1.9919 -0.8087
O 2.2416 -1.3600 0.9824
S 2.4456 1.5271 -0.5923
H -1.3201 -0.9637 0.7217
H 0.1947 2.3005 -0.2362
H -2.5260 1.5557 0.8571
H -2.9905 0.5984 -0.5298
H -1.7601 1.7654 -0.7386
H 1.3896 -2.7062 -0.9813
H 2.4293 -2.2936 0.8773
*
```

Values from the calculation:
highest occupied orbital energy: -8.5 eV
LUMO: -0.49 eV
Kohn-Sham gap: 7.99 eV



(7)
# C4H7BS2

A 3-piece molecular cluster, C4H7BS2 overall (ωB97M-V/def2-TZVPD, OMol25).

Geometry as ORCA input:
```
! wB97M-V def2-TZVPD RIJCOSX def2/J DEFGRID3
* xyz 0 1
B -1.7012 0.9395 1.3948
C -1.8265 3.3513 0.5317
C -2.3824 2.6408 -0.4622
C -0.0557 -1.3959 -0.4650
C 0.6151 -0.4650 -1.2252
S -1.1835 2.5385 1.9513
S -2.3084 0.8985 -0.2153
H -1.6523 4.4672 0.6120
H -2.7502 3.1758 -1.2856
H -0.7044 -0.9077 0.2903
H -0.0835 -2.4719 -0.6732
H -1.8657 -0.4586 2.3035
H 0.6915 -0.6538 -2.2021
H 0.4964 0.6031 -1.0406
*
```

Values from the calculation:
highest occupied orbital energy: -9.4 eV
LUMO: 0.46 eV
Kohn-Sham gap: 9.82 eV



(8)
# C4H7Br2NO3

C4H7Br2NO3 as an isolated structure (ωB97M-V/def2-TZVPD, OMol25).

Geometry as ORCA input:
```
! wB97M-V def2-TZVPD RIJCOSX def2/J DEFGRID3
* xyz 0 1
C 0.4706 -1.7968 -0.1767
C 0.6070 -0.3087 0.4155
C -0.0894 0.7719 -0.3406
C -3.0809 2.7548 -2.7745
N -2.9781 1.5464 -2.4473
O -3.5339 0.9653 -1.4772
O -2.3048 0.7726 -3.2895
O -0.7210 0.6142 -1.3624
Br -4.3063 3.8616 -1.9348
Br -2.2191 3.4377 -4.3083
H 1.3162 -2.3405 0.1568
H -0.2861 -2.2949 0.3206
H 0.2223 -1.8058 -1.2557
H 0.2418 -0.1892 1.3670
H 1.6704 -0.1388 0.5207
H -0.2055 1.8052 0.0805
H -1.5701 0.3717 -2.7818
*
```

Values from the calculation:
highest occupied orbital energy: -8.7 eV
LUMO: 0.57 eV
Kohn-Sham gap: 9.24 eV



(9)
# C4H7Br3

A 3-piece molecular cluster, C4H7Br3 overall (ωB97M-V/def2-TZVPD, OMol25).

Geometry as ORCA input:
```
! wB97M-V def2-TZVPD RIJCOSX def2/J DEFGRID3
* xyz 0 1
C -1.9879 0.9378 0.5465
C -0.8223 0.3858 1.0939
C 2.0831 -1.1515 -1.0214
C 1.7726 0.0718 -0.5497
Br -1.0736 -2.5942 -0.6417
Br 2.3146 0.5472 1.1402
Br 0.9208 1.4390 -1.6873
H -2.6551 1.1957 1.3688
H -2.6261 0.1721 -0.0651
H -1.8374 1.7619 -0.2265
H -0.4100 -0.5188 0.8237
H -0.1588 0.9951 1.6153
H 1.7064 -1.4860 -1.9220
H 2.7738 -1.7558 -0.4749
*
```

Values from the calculation:
highest occupied orbital energy (alpha / beta): -9.6 / -7.9 eV
LUMO (alpha / beta): 0.11 / -3.60 eV
Kohn-Sham gap (alpha / beta): 9.70 / 4.30 eV



(10)
# C4H7BrClN

A 2-piece molecular cluster, C4H7BrClN overall (ωB97M-V/def2-TZVPD, OMol25).

Geometry as ORCA input:
```
! wB97M-V def2-TZVPD RIJCOSX def2/J DEFGRID3
* xyz 0 1
C 0.7527 -1.4618 -0.0026
C -0.3131 2.0410 0.4742
C 1.3177 -0.6919 -0.9460
C 0.1501 2.0580 -0.7517
N -0.4764 -2.0016 -0.0169
Cl -0.6676 1.9893 -2.2615
Br 3.1578 -0.1450 -0.9672
H 1.2412 -1.8857 0.7638
H -0.8827 -1.9031 -0.9374
H 0.2872 2.1568 1.3301
H -1.4453 1.9550 0.6608
H 0.7731 -0.2247 -1.7292
H 1.1680 2.3442 -0.8366
H -0.6253 -2.8389 0.4585
*
```

Values from the calculation:
highest occupied orbital energy: -8.1 eV
LUMO: 0.81 eV
Kohn-Sham gap: 8.88 eV



(11)
# C4H7BrN2

One molecule with the formula C4H7BrN2 (ωB97M-V/def2-TZVPD, OMol25).

Geometry as ORCA input:
```
! wB97M-V def2-TZVPD RIJCOSX def2/J DEFGRID3
* xyz 0 1
C 1.4704 -0.6963 0.2770
C -0.0075 -1.1000 -0.0844
C -0.8538 0.1509 0.2401
C -0.9426 1.3115 -0.7690
N 1.2899 0.4023 1.1868
N 0.2313 0.8989 1.3318
Br -0.6161 -2.5847 1.0025
H 2.0925 -1.5073 0.7666
H 2.0044 -0.1988 -0.7196
H -0.0875 -1.3539 -1.1403
H -1.7233 -0.1147 0.7922
H -0.2171 2.0281 -0.3392
H -2.0380 1.7052 -0.7750
H -0.6027 1.0587 -1.7697
*
```

Values from the calculation:
highest occupied orbital energy: -8.8 eV
LUMO: 0.75 eV
Kohn-Sham gap: 9.51 eV



(12)
# C4H7BrN2S

A 2-piece molecular cluster, C4H7BrN2S overall (ωB97M-V/def2-TZVPD, OMol25).

Geometry as ORCA input:
```
! wB97M-V def2-TZVPD RIJCOSX def2/J DEFGRID3
* xyz 0 1
C 0.5245 2.1366 0.2920
C -0.5030 -0.0778 -0.0290
C 1.5758 -1.2711 -0.0465
C -1.5248 -0.9965 -0.4922
N 0.1050 1.3758 1.4740
N -0.3906 0.2778 1.2085
S -0.0058 1.2915 -1.1959
Br -3.3722 -0.3798 -0.0781
H 0.0025 3.0900 0.2177
H 1.6991 1.9800 0.2488
H 1.1239 -1.6682 -0.9835
H 1.4511 -1.9879 0.6987
H 2.2800 -0.4801 0.1828
H -1.4797 -1.9799 0.0615
H -1.4858 -1.3104 -1.5588
*
```

Values from the calculation:
highest occupied orbital energy (alpha / beta): -8.5 / -8.1 eV
LUMO (alpha / beta): -1.07 / -0.36 eV
Kohn-Sham gap (alpha / beta): 7.45 / 7.76 eV